Record 1
10
Properties=species:S:1:pos:R:3:nbo_charge:R:1 method="wB97M-V/def2-TZVPD" gap_ev="4.77 / 4.78" charge=0 relative_energy_ev=4.959 multiplicity=1 total_energy_ev=-15511.91302
C -0.860 -1.895 0.999 0.19
C 0.268 1.358 -0.324 -0.59
C 0.510 -0.076 0.073 -0.26
N -0.493 -1.020 0.288 -0.20
S -0.843 1.203 -1.697 -0.33
H -1.852 -2.418 0.789 0.26
H 1.210 1.771 -0.694 0.24
H -0.194 2.064 0.335 0.23
H 1.191 -0.256 1.004 0.20
H 1.062 -0.731 -0.773 0.25

Record 2
21
Properties=species:S:1:pos:R:3:nbo_charge:R:1 method="wB97M-V/def2-TZVPD" gap_ev="10.71 / 5.62" charge=+1 relative_energy_ev=1.579 s2=0.755 multiplicity=2 total_energy_ev=-8382.83124
N -1.835 -0.196 -2.242 -0.82
C -2.110 -0.937 -0.997 -0.23
C -1.131 -0.494 0.138 -0.32
N 0.257 -0.355 -0.288 -0.12
C 0.940 0.438 1.944 -0.63
C 1.412 -0.042 0.566 -0.09
C 2.258 1.053 -0.102 -0.61
H -2.703 0.116 -2.668 0.39
H -1.343 0.672 -2.079 0.35
H -3.057 -0.513 -0.663 0.23
H -1.966 -2.006 -1.100 0.21
H -1.282 -1.202 0.962 0.30
H -1.567 0.378 0.642 0.25
H 0.392 -1.227 -0.812 0.41
H 1.699 0.733 2.660 0.26
H 0.157 1.159 1.694 0.22
H 0.384 -0.339 2.487 0.22
H 1.968 -0.966 0.716 0.25
H 2.900 0.566 -0.848 0.24
H 1.631 1.766 -0.622 0.24
H 2.996 1.398 0.615 0.26

Record 3
20
Properties=species:S:1:pos:R:3:nbo_charge:R:1 method="wB97M-V/def2-TZVPD" gap_ev="5.83 / 6.07" charge=+1 relative_energy_ev=5.919 multiplicity=1 total_energy_ev=-20204.23396 smiles="CC(C)/C(=C/C=S)N=[NH2+]"
C -1.568 -0.272 0.028 -0.62
C -0.258 0.467 -0.032 -0.29
C 0.014 0.733 -1.514 -0.63
C 0.940 -0.146 0.643 0.11
C 0.704 -1.350 1.391 0.01
C 1.657 -2.236 1.883 -0.44
S 3.268 -2.320 1.876 0.39
N 2.047 0.500 0.732 -0.04
N 2.438 1.572 0.284 -0.38
H -1.319 -1.371 -0.189 0.21
H -2.166 0.063 -0.901 0.25
H -2.119 -0.206 1.007 0.24
H -0.450 1.588 0.338 0.24
H -0.935 1.173 -1.969 0.25
H 0.359 -0.017 -2.289 0.24
H 0.703 1.527 -1.677 0.18
H -0.340 -1.521 1.545 0.25
H 1.315 -3.175 2.325 0.25
H 2.062 1.696 -0.661 0.38
H 3.307 2.037 0.489 0.42

Record 4
13
Properties=species:S:1:pos:R:3:nbo_charge:R:1 method="wB97M-V/def2-TZVPD" gap_ev=10.90 charge=0 relative_energy_ev=2.085 multiplicity=1 total_energy_ev=-7333.96529 smiles="C=O.COC"
C 3.790 3.516 2.090 0.28
O 3.770 2.989 3.182 -0.50
H 3.026 4.273 1.792 0.11
H 4.572 3.266 1.335 0.11
C 2.331 -0.095 0.268 -0.25
O 1.592 1.082 0.010 -0.54
C 0.441 1.135 0.829 -0.25
H 3.214 -0.088 -0.392 0.19
H 1.740 -1.001 0.056 0.17
H 2.675 -0.137 1.315 0.17
H -0.232 0.281 0.641 0.17
H 0.704 1.145 1.900 0.17
H -0.099 2.067 0.591 0.19